{"formula": "C4H10NO", "method": "ωB97M-V/def2-TZVPD", "symbols": ["O", "N", "C", "C", "C", "C", "H", "H", "H", "H", "H", "H", "H", "H", "H", "H"], "positions_angstrom": [[-2.1301, 0.3838, -0.5367], [0.6429, 0.3566, 0.1229], [1.8926, 0.6333, 0.1910], [-1.5065, 1.1706, 0.2387], [-2.6981, -0.7746, -0.1170], [2.9033, -0.2638, -0.3329], [2.1954, 1.3968, 0.9110], [-2.0472, -1.4002, 0.5647], [-3.5116, -0.6080, 0.4794], [3.9417, -0.1298, -0.1309], [-1.5432, 1.0250, 1.3119], [0.4770, -0.5258, -0.3897], [2.5796, -0.4874, -1.3515], [-2.9132, -1.4903, -1.0016], [2.7914, -1.2874, 0.2661], [-1.0740, 2.0012, -0.2255]], "mulliken_charge": [-0.2125, -0.4148, 0.1571, 0.0636, -0.6904, -1.0876, 0.3652, 0.3489, 0.3814, 0.3354, 0.3339, 0.1935, 0.3184, 0.2708, 0.2996, 0.3374], "homo_lumo_gap_ev": 10.5, "relative_energy_kj_mol": 320.04, "e_homo_ev": -15.237, "multiplicity": 1, "charge": 1}

=====

{"formula": "FHN2O3", "method": "ωB97M-V/def2-TZVPD", "symbols": ["F", "O", "O", "O", "N", "N", "H"], "positions_angstrom": [[-0.6740, 0.6940, -1.5870], [0.6500, -1.6816, -0.5881], [-0.1461, -0.0790, 1.5845], [-0.0090, 1.7851, 0.5160], [-0.9199, -0.0101, -0.5161], [-0.2732, 0.6316, 0.6443], [1.3721, -1.3401, -0.0535]], "mulliken_charge": [-0.0073, -0.4073, -0.4490, -0.5101, 0.0456, 0.9955, 0.3327], "homo_lumo_gap_ev": [7.6, 7.7], "relative_energy_kj_mol": 460.95, "e_homo_ev": [-11.581, -11.712], "multiplicity": 1}

=====

{"formula": "C3H9Cl3NSi", "method": "ωB97M-V/def2-TZVPD", "symbols": ["Cl", "Cl", "Cl", "Si", "N", "C", "C", "C", "H", "H", "H", "H", "H", "H", "H", "H", "H"], "positions_angstrom": [[2.0099, -0.4866, 1.8994], [3.6105, -1.2861, -0.8716], [2.6852, 2.0235, -0.3542], [2.3774, 0.0541, -0.0166], [-0.5079, -0.1377, 0.3520], [-0.8002, 1.2829, 0.1823], [0.6147, -0.3979, -0.6650], [-1.7940, -0.8885, 0.1845], [-0.0107, -0.4522, 1.2131], [0.0477, 1.8605, 0.3797], [-2.3187, -0.7739, -0.8272], [-1.7926, 1.4511, 0.6395], [-1.7541, -1.9684, 0.3549], [0.4047, -1.4204, -0.8441], [-0.8290, 1.4773, -0.8649], [0.5185, 0.1232, -1.6151], [-2.4613, -0.4608, 0.8533]], "mulliken_charge": [-0.2639, -0.1516, -0.1604, 0.8166, 0.1472, -0.9229, -0.8722, -0.8961, 0.2009, 0.3253, 0.3565, 0.3047, 0.3685, 0.5058, 0.4487, 0.3839, 0.4092], "homo_lumo_gap_ev": 12.4, "relative_energy_kj_mol": 32.54, "e_homo_ev": -15.450, "smiles": "C[NH+](C)C[Si](Cl)(Cl)Cl", "multiplicity": 1, "charge": 1}

=====

{"formula": "C2H10N3", "method": "ωB97M-V/def2-TZVPD", "symbols": ["N", "N", "N", "C", "C", "H", "H", "H", "H", "H", "H", "H", "H", "H", "H"], "positions_angstrom": [[-0.1525, 1.2113, 0.3531], [2.2970, 0.3487, 0.0697], [-1.4882, -0.6858, -0.3748], [-0.4161, -1.6327, -0.1036], [-1.3515, 0.5331, -0.1710], [3.0093, 1.0148, 0.3607], [-0.8141, -2.6386, -0.1650], [1.0664, 0.7568, 0.1720], [0.0203, -1.4731, 0.8874], [-0.2547, 1.2797, 1.3664], [2.5087, 0.0963, -0.8902], [-0.1551, 2.1745, 0.0221], [0.3764, -1.5308, -0.8482], [-2.1555, 1.2448, -0.3361], [2.4548, -0.4952, 0.6175]], "mulliken_charge": [-0.5307, -0.7148, -0.3469, -0.7714, 0.0269, 0.3254, 0.2812, 0.4012, 0.2866, 0.3479, 0.3435, 0.3690, 0.2784, 0.3630, 0.3406], "homo_lumo_gap_ev": 10.7, "relative_energy_kj_mol": 151.24, "e_homo_ev": -14.198, "multiplicity": 1, "charge": 1}

=====

{"formula": "C5H8N3O2S2", "method": "ωB97M-V/def2-TZVPD", "symbols": ["S", "S", "O", "O", "N", "N", "N", "C", "C", "C", "C", "C", "H", "H", "H", "H", "H", "H", "H", "H"], "positions_angstrom": [[-0.8777, -4.0572, 4.3183], [-0.4995, -0.8276, 0.9952], [0.3793, -1.6849, 0.2072], [-0.0483, -1.1432, 2.5581], [0.5357, 2.5814, -2.1704], [0.0132, 2.6442, -0.8791], [1.5366, 0.4142, -2.1260], [0.5376, 3.8312, -2.8508], [0.0587, 1.5946, -0.1781], [0.2012, 0.7336, 0.7553], [-1.4304, -3.9837, 2.6765], [1.2735, 1.5006, -2.5732], [1.0480, 4.7182, -2.2739], [0.9568, 3.6220, -3.8826], [1.4422, -0.3141, -1.4075], [-0.4734, 4.1677, -2.9794], [-0.5121, -3.7262, 2.0749], [-1.7801, -4.9745, 2.3307], [-2.1336, -3.1011, 2.4513], [-0.2277, -1.9950, 2.9536]], "mulliken_charge": [-0.1394, 0.5113, -0.6221, -0.3592, 0.5289, -0.8074, -0.3518, -0.8327, 0.8940, -1.2862, -0.6771, -0.0819, 0.2226, 0.3354, 0.3222, 0.2550, 0.2192, 0.2858, 0.3272, 0.2559], "homo_lumo_gap_ev": [5.6, 3.2], "e_homo_ev": [-2.849, -3.100], "s_squared": 2.009, "multiplicity": 3, "charge": -1}

=====

{"formula": "C7H9N", "method": "ωB97M-V/def2-TZVPD", "symbols": ["N", "C", "C", "C", "C", "C", "C", "C", "H", "H", "H", "H", "H", "H", "H", "H", "H"], "positions_angstrom": [[-1.6263, -0.3856, -2.6636], [1.2140, 0.6228, -0.0734], [0.0828, -0.7055, 1.5887], [1.4066, -1.0798, 1.4693], [2.1727, -0.2816, 0.4372], [-1.2824, 0.6516, -0.3307], [-0.0892, 0.4554, 0.5815], [-1.1331, -0.2840, -1.4882], [0.1813, 1.4896, 1.1244], [3.2348, -0.1503, 0.1584], [-1.9776, 0.3249, 0.5375], [-0.7201, -1.2236, -1.1692], [1.2776, 1.5315, -0.8592], [-2.3470, 0.4891, -3.1173], [-1.4775, 1.5278, -0.8166], [-0.5852, -1.0427, 2.4277], [1.6689, -1.9398, 2.1933]], "mulliken_charge": [-0.6077, -0.5210, -0.6952, -0.2110, -0.7134, -0.6647, 0.6534, -0.0353, 0.2665, 0.3761, 0.1857, 0.4197, 0.2994, 0.2512, 0.3982, 0.3042, 0.2940], "homo_lumo_gap_ev": 9.6, "relative_energy_kj_mol": 451.22, "e_homo_ev": -8.738, "smiles": "[H]/N=C\\CC1C=CC=C1", "multiplicity": 1}

=====

{"formula": "C36H90NO12", "method": "ωB97M-V/def2-TZVPD", "symbols": ["O", "O", "O", "O", "O", "O", "O", "O", "O", "O", "O", "O", "N", "C", "C", "C", "C", "C", "C", "C", "C", "C", "C", "C", "C", "C", "C", "C", "C", "C", "C", "C", "C", "C", "C", "C", "C", "C", "C", "C", "C", "C", "C", "C", "C", "C", "C", "C", "C", "H", "H", "H", "H", "H", "H", "H", "H", "H", "H", "H", "H", "H", "H", "H", "H", "H", "H", "H", "H", "H", "H", "H", "H", "H", "H", "H", "H", "H", "H", "H", "H", "H", "H", "H", "H", "H", "H", "H", "H", "H", "H", "H", "H", "H", "H", "H", "H", "H", "H", "H", "H", "H", "H", "H", "H", "H", "H", "H", "H", "H", "H", "H", "H", "H", "H", "H", "H", "H", "H", "H", "H", "H", "H", "H", "H", "H", "H", "H", "H", "H", "H", "H", "H", "H", "H", "H", "H", "H", "H"], "positions_angstrom": [[5.9065, -4.6541, 1.7876], [2.7784, 6.2870, 0.8289], [-4.4343, -0.3508, 1.7290], [-4.4329, -5.6503, 0.5270], [-0.8936, -9.0502, -1.1916], [9.4748, -1.1906, 1.4501], [3.3154, -7.1903, -1.7760], [1.1809, 0.6502, 0.5957], [0.2020, 0.3865, -1.4002], [-5.1626, 4.8560, -3.5842], [-6.3217, 9.9780, 1.0850], [-2.8890, 3.7577, 0.5246], [-1.7730, 2.4556, -1.7717], [-1.9227, 1.8213, -0.4355], [-2.2320, -6.3698, -0.1661], [-6.3061, -1.1923, 3.0119], [11.1658, -0.2546, 0.0012], [-2.8445, 4.5272, -0.6437], [-3.6406, -7.7738, 1.3665], [1.0046, 1.0087, -0.5062], [0.1558, -9.9852, 0.7732], [-5.4399, -1.3788, 1.7778], [-4.7734, -2.7432, 1.7621], [3.1157, -5.7303, 0.1391], [-5.6252, 8.8211, 0.6350], [-5.0687, 6.2120, -4.0447], [0.3704, -9.3128, -0.5748], [8.7254, -0.1043, -0.5771], [5.9188, -2.2602, 1.4692], [1.5253, 6.6375, 1.4171], [-2.0781, 3.9245, -1.8443], [-6.4116, 7.5698, 1.0014], [-0.8025, -0.4513, -0.8278], [9.8114, -0.9407, 0.0833], [6.7477, -3.4964, 1.7820], [-4.2250, 8.7925, 1.2319], [4.9113, -5.3869, -1.5788], [4.0608, -6.4071, -0.8406], [2.1342, 3.1749, 0.0144], [-2.1084, 0.3167, -0.6021], [-3.1694, 2.4043, 0.2619], [0.4506, 6.7217, 0.3405], [7.4586, -3.3595, 3.1158], [1.6896, 2.2314, -1.0773], [1.6532, 7.9498, 2.1735], [-5.8661, 6.3768, -5.3274], [-3.2648, -6.3611, 0.9490], [1.2325, -10.1651, -1.4887], [-5.5565, 7.1562, -2.9580], [-1.1733, 4.4697, -2.0451], [-7.0913, -1.9466, 3.0582], [11.9323, -0.8635, 0.4808], [-5.7908, 7.3943, -5.7110], [6.7351, -3.2449, 3.9293], [-2.7693, -8.3277, 1.7172], [1.3746, -9.6698, -2.4489], [-6.7708, -0.2054, 3.0112], [-6.9211, 6.1491, -5.1547], [-4.2734, 8.7544, 2.3232], [7.7596, -0.6069, -0.5085], [0.9530, 2.7540, -1.6922], [-5.9112, 6.6666, 0.6436], [11.4586, -0.0781, -1.0347], [-2.8706, -5.8182, 1.8101], [-2.6420, -0.1034, 0.2447], [8.9499, 0.0760, -1.6293], [-4.0798, -8.3172, 0.5257], [8.6260, 0.8615, -0.0733], [-3.8286, 4.8284, -0.9890], [2.4330, 4.1093, -0.4376], [-6.5293, 7.4941, 2.0854], [-4.9763, 7.0187, -2.0427], [-3.6605, 7.9253, 0.8804], [9.8660, -1.9163, -0.4012], [0.7026, 7.4903, -0.3949], [-5.5076, 5.6886, -6.0932], [2.7350, -6.5940, -2.2634], [2.4270, 7.8752, 2.9371], [-4.8012, -6.1141, -0.2343], [-4.0120, 6.3989, -4.2448], [6.5449, -1.3681, 1.4335], [-1.0002, -1.2338, -1.5412], [5.2498, -4.5355, 2.4842], [3.0205, 6.9845, 0.2077], [3.6690, -5.1494, 0.8746], [-2.3059, 1.9285, -2.4625], [5.1462, -2.1137, 2.2300], [2.4265, -5.0618, -0.3875], [-4.0516, 2.2748, -0.3617], [8.0452, -4.2529, 3.3316], [8.1239, -2.4978, 3.1162], [1.2806, 5.8356, 2.1153], [-6.6012, 6.9531, -2.7085], [-6.0489, -1.2573, 0.8813], [-1.9782, -5.3474, -0.4572], [-4.1205, -2.8604, 2.6327], [2.5076, -6.4714, 0.6617], [-1.3355, -9.8959, -1.3336], [5.4103, -2.3714, 0.5088], [7.4826, -3.6545, 0.9919], [-6.0919, 4.6695, -3.4043], [2.9935, 2.7915, 0.5420], [-2.7530, 0.1433, -1.4607], [2.5050, 1.8775, -1.6881], [-0.5074, -0.9550, 0.0804], [-2.3468, 5.4470, -0.3810], [-0.7963, 2.3263, -2.0531], [0.8482, -8.3425, -0.4291], [-5.5556, 8.9052, -0.4506], [4.2781, -4.7084, -2.1597], [-4.3852, -7.7524, 2.1634], [-5.7015, -1.2655, 3.9199], [-0.5233, 6.9614, 0.7718], [0.7135, 8.2239, 2.6552], [9.4236, -0.3389, 1.9007], [1.3241, 3.4094, 0.6898], [4.7076, -7.1009, -0.3040], [-3.8921, -0.4467, 2.5221], [-3.2408, 1.8660, 1.1856], [2.2114, -10.3488, -1.0454], [-2.6235, -6.8708, -1.0531], [0.7546, -11.1290, -1.6875], [-4.1508, -2.8600, 0.8748], [-0.4657, -9.3620, 1.4188], [-5.4713, 8.1971, -3.2708], [-2.6895, 4.0699, -2.7220], [11.1412, 0.7062, 0.5228], [5.5071, -4.7974, -0.8808], [-0.3628, -10.9396, 0.6483], [5.5818, -5.8840, -2.2807], [1.9431, 8.7568, 1.4954], [-3.6776, 9.6966, 0.9643], [-5.5071, -3.5467, 1.7714], [0.3728, 5.7722, -0.1962], [-7.4127, 7.6073, 0.5708], [-1.3220, -6.8828, 0.1397], [1.1046, -10.1710, 1.2782], [-6.3963, 9.9273, 2.0454], [-1.0931, 2.0365, 0.2228]], "mulliken_charge": [-0.5385, -0.5382, -0.4366, -0.4900, -0.4690, -0.4711, -0.5341, -0.5260, -0.4363, -0.5318, -0.5673, -0.4054, 0.2294, 0.4867, -0.9841, -1.4000, -1.3941, -0.0587, -1.2609, 0.4007, -1.2346, 0.3340, -1.1995, -0.9921, 0.5235, 0.5115, 0.8863, -1.1704, -1.2219, 0.3804, -0.9206, -1.0793, -0.7208, 0.4275, 0.5781, -0.8629, -1.0423, 0.4607, -1.2345, -0.4052, -0.7524, -0.6644, -1.4052, -0.0738, -1.4770, -1.4598, 0.5272, -1.4621, -0.9904, 0.3516, 0.3979, 0.3284, 0.3796, 0.3952, 0.2458, 0.3019, 0.3387, 0.3667, 0.3625, 0.2135, 0.1928, 0.1678, 0.3858, 0.2363, -0.1634, 0.4096, 0.3327, 0.3247, 0.1316, 0.3893, 0.4270, 0.0221, -0.0199, 0.2510, 0.3540, 0.3671, 0.3514, 0.3570, 0.3085, 0.2664, 0.3283, 0.3744, 0.3497, 0.3531, 0.1651, 0.5590, 0.3961, 0.2908, 0.3585, 0.3466, 0.2951, 0.2967, 0.3283, 0.2387, 0.2611, 0.3072, 0.2891, 0.3158, 0.2737, 0.1832, 0.3458, 0.3886, 0.3699, 0.4011, 0.4466, 0.1653, 0.2380, -0.0802, 0.0682, 0.3376, 0.3698, 0.3795, 0.2435, 0.3737, 0.3403, 0.2386, 0.2523, 0.2951, 0.4521, 0.3613, 0.3395, 0.4355, 0.2859, 0.2218, 0.4425, 0.4890, 0.3629, 0.0989, 0.3506, 0.3328, 0.3785, 0.3527, 0.3992, -0.0245, 0.3000, 0.1137, 0.3971, 0.3617, -0.0434], "homo_lumo_gap_ev": 8.8, "e_homo_ev": -11.363, "multiplicity": 1, "charge": 1}

=====

{"formula": "C2HFMgO2", "method": "ωB97M-V/def2-TZVPD", "symbols": ["Mg", "F", "O", "O", "C", "C", "H"], "positions_angstrom": [[-0.1468, -0.4862, 2.4448], [0.1774, 1.0454, 1.2950], [-0.6635, -1.3009, 0.8774], [1.5411, -0.0472, -2.0744], [0.6763, 0.0643, -1.2997], [-0.3214, 0.1646, -0.4269], [-1.2631, 0.5599, -0.8162]], "mulliken_charge": [1.1626, -0.6615, -0.7621, -0.3812, 0.6632, -0.3417, 0.3207], "homo_lumo_gap_ev": 4.9, "relative_energy_kj_mol": 7.00, "e_homo_ev": -7.319, "multiplicity": 1}

=====

{"formula": "C4H5NS", "method": "ωB97M-V/def2-TZVPD", "symbols": ["S", "N", "C", "C", "C", "C", "H", "H", "H", "H", "H"], "positions_angstrom": [[-2.1318, -0.7864, -0.2989], [1.2979, -2.3196, 0.0441], [1.1740, 1.0370, -0.4621], [0.3765, 0.0798, 0.0376], [0.8444, -1.2445, 0.0685], [-1.0072, 0.3216, 0.5709], [-1.1402, 0.1289, 1.6530], [-1.1497, -1.4666, -0.9264], [2.2001, 0.8022, -0.6982], [-1.2588, 1.3740, 0.4536], [0.7948, 2.0736, -0.4421]], "mulliken_charge": [-0.2157, -0.4294, -0.9723, 0.5622, 0.1314, -0.4533, 0.2762, 0.1565, 0.3380, 0.3529, 0.2537], "homo_lumo_gap_ev": 9.6, "relative_energy_kj_mol": 101.61, "e_homo_ev": -9.445, "smiles": "C=C(C#N)CS", "multiplicity": 1}

=====

{"formula": "C10H16CeClGaS", "method": "ωB97M-V/def2-TZVPD", "symbols": ["Ce", "Ga", "Cl", "S", "C", "C", "C", "C", "C", "C", "C", "C", "C", "C", "H", "H", "H", "H", "H", "H", "H", "H", "H", "H", "H", "H", "H", "H", "H", "H"], "positions_angstrom": [[-0.0693, 0.0340, 0.6147], [1.2060, -0.9753, -4.0186], [1.9383, -2.7264, -3.0562], [1.6863, 1.9461, 1.3707], [-0.8204, 1.3066, -1.0539], [0.6714, -0.8336, 4.1348], [0.8579, 1.0973, 2.6479], [2.1144, 0.7923, -3.8989], [1.3966, -0.1243, 3.1647], [-0.5571, -0.3491, 4.5930], [-0.5008, -0.8773, -4.9135], [-1.9809, -1.1864, 1.0742], [-1.1132, 0.8221, 4.0756], [-0.4332, 1.5480, 3.0712], [-0.4452, -1.8033, -5.5025], [-1.8578, -2.1642, 0.5467], [1.0677, -1.7748, 4.5055], [1.9400, 1.4672, -3.0527], [-1.4199, 0.6754, -1.8052], [-2.8163, -0.6429, 0.5691], [2.3621, -0.4749, 2.7578], [-1.0706, -0.8723, 5.3966], [-0.8352, 2.4557, 2.6089], [-0.0602, 1.8880, -1.6513], [-1.4422, -0.8538, -4.3708], [-0.5149, -0.0001, -5.5875], [-2.2582, -1.3721, 2.1300], [-2.0725, 1.1793, 4.4104], [3.1812, 0.4935, -3.9322], [1.8458, 1.3252, -4.8286]], "mulliken_charge": [0.7700, 0.4323, -0.3297, -0.2766, -0.7905, -0.3594, 0.3547, -0.9311, -0.6259, -0.4657, -0.9428, -1.2015, -0.3794, -0.4391, 0.2921, 0.3422, 0.3944, 0.2660, 0.1802, 0.3123, 0.4171, 0.3746, 0.4003, 0.2861, 0.3154, 0.2942, 0.3197, 0.4034, 0.2970, 0.2895], "homo_lumo_gap_ev": [6.3, 6.3], "relative_energy_kj_mol": 0.00, "e_homo_ev": [-6.986, -6.988], "multiplicity": 1}

=====

{"formula": "C3H7NOS", "method": "ωB97M-V/def2-TZVPD", "symbols": ["S", "O", "N", "C", "C", "C", "H", "H", "H", "H", "H", "H", "H"], "positions_angstrom": [[2.0363, -0.3527, 0.0078], [-0.6399, -0.8134, -0.0268], [0.8221, 0.8875, -0.0297], [-1.5232, 1.4823, 0.0099], [-2.0123, -1.2744, 0.0225], [-0.4060, 0.5227, -0.0223], [-2.5685, -0.9699, 0.8935], [-2.3129, 1.3209, -0.7591], [-2.0853, 1.4241, 0.9720], [3.0452, 0.5134, 0.0976], [-2.5660, -0.9400, -0.8651], [-1.8535, -2.3310, -0.0182], [-1.2257, 2.5370, -0.0836]], "mulliken_charge": [-0.1467, -0.3816, -0.5654, -1.0356, -0.7805, 0.9660, 0.3156, 0.2944, 0.2907, 0.1384, 0.3314, 0.2695, 0.3037], "homo_lumo_gap_ev": 9.1, "relative_energy_kj_mol": 162.26, "e_homo_ev": -8.287, "smiles": "CO/C(C)=N\\S", "multiplicity": 1}

=====

{"formula": "CH2INO7", "method": "ωB97M-V/def2-TZVPD", "symbols": ["I", "O", "O", "O", "O", "O", "O", "O", "N", "C", "H", "H"], "positions_angstrom": [[0.7813, -2.3163, -0.4659], [-0.7682, 0.7971, 1.9357], [-2.7223, 0.2546, -0.6515], [-2.4831, 0.0657, 0.7048], [-0.6143, 0.7664, -1.5773], [2.3620, -0.0499, 0.8055], [0.1574, 0.8789, -0.5097], [-1.6920, -0.2953, -1.3458], [-1.4301, 1.0022, 0.9979], [1.9677, -0.5462, -0.2639], [2.6049, -0.5436, -1.1793], [1.8366, -0.0136, 1.5495]], "mulliken_charge": [0.1232, -0.4164, -0.0158, -0.0646, -0.0372, -0.3021, -0.3267, -0.0837, 0.4754, -0.1265, 0.3872, 0.3874], "homo_lumo_gap_ev": [7.1, 8.4], "relative_energy_kj_mol": 92.72, "e_homo_ev": [-8.304, -9.308], "multiplicity": 1}

=====

Which of these has the highest multiplicity?
C5H8N3O2S2

=====

Number 7 is which compound?
C36H90NO12

=====

Which formula does entry 10 have?
C10H16CeClGaS